9
Properties=species:S:1:pos:R:3:forces:R:3 method="wB97M-V/def2-TZVPD" relative_energy_kj_mol=100.6 smiles="S=c1nc(S)o[nH]1" energy_ev=-28802.581 homo_energy_ev=-8.802 homo_lumo_gap_ev=8.6068 charge=0
S 0.0199 2.7506 -0.3144 -0.216 -1.261 -0.300
C 0.0199 1.0932 -0.3356 0.555 1.235 -0.468
N 0.4378 0.2707 0.6778 -0.382 -0.536 0.731
C 0.0939 -0.9140 0.3136 0.277 0.072 -0.328
S 0.1216 -2.4278 1.0920 0.112 -0.868 0.408
O -0.3721 -1.0682 -0.9236 -0.110 0.920 -0.503
N -0.3016 0.2734 -1.4505 -1.454 0.089 0.018
H 0.3405 -1.9331 2.3002 0.175 0.226 0.378
H -1.2653 0.4312 -1.8108 1.045 0.124 0.064

20
Properties=species:S:1:pos:R:3:forces:R:3 method="wB97M-V/def2-TZVPD" relative_energy_kj_mol=235.5 energy_ev=-18166.052 homo_energy_ev=-14.110 homo_lumo_gap_ev=10.6171 charge=+1
C -1.8790 -1.0068 -0.8600 -0.666 1.239 -1.311
C 0.3060 1.0176 1.5742 0.987 0.969 -1.226
C -1.3609 0.2448 -0.0843 -0.044 -1.113 0.095
C 1.3912 -0.3682 -0.6359 -0.377 -0.816 -0.759
N 1.4903 0.7854 -1.3093 -0.548 -0.669 0.628
N -0.1664 -0.1057 0.7441 -1.699 -0.838 1.385
S 2.7644 -0.7454 0.3280 -0.036 -1.320 1.070
H -1.0600 -1.7310 -0.9835 -0.544 0.059 -0.085
H -2.7752 -1.4826 -0.3869 0.980 0.367 -0.307
H -2.2146 -0.6143 -1.8989 0.505 -1.032 1.613
H 0.2737 1.9995 0.8954 0.844 -2.157 1.417
H -0.2400 1.3393 2.4779 -0.208 -0.821 -0.418
H 1.2890 0.5284 1.8515 -0.501 2.020 0.191
H -2.1403 0.5386 0.6222 0.017 0.627 -0.367
H -1.0722 1.0743 -0.7879 -0.373 -0.654 0.952
H 0.9079 -1.2207 -1.1935 0.255 1.207 0.924
H 0.6771 0.9025 -1.9202 1.056 0.947 -0.044
H 2.1110 1.5235 -0.9239 -1.107 -0.435 -0.775
H -0.4453 -0.8887 1.4764 0.773 1.572 -2.293
H 2.1433 -1.7906 1.0147 0.685 0.847 -0.689

21
Properties=species:S:1:pos:R:3:forces:R:3 method="wB97M-V/def2-TZVPD" relative_energy_kj_mol=230.6 smiles=O.O.O.O.O.O.O energy_ev=-14559.072 homo_energy_ev=-11.341 homo_lumo_gap_ev=11.3425 charge=0
O -0.1124 0.2349 -0.7584 0.090 -0.165 0.189
H -0.6115 -0.5387 -0.4728 -0.144 0.092 -0.081
H 0.7225 0.1643 -0.2820 -0.021 0.140 -0.197
O 1.8936 -0.8304 2.1336 -0.094 0.049 -0.282
H 1.1126 -0.8175 1.5690 0.008 -0.038 0.237
H 2.4624 -0.1462 1.7630 0.106 -0.006 0.138
O -1.2938 3.9904 -0.4796 -0.091 -0.008 -0.168
H -1.6482 3.0970 -0.5525 0.091 -0.030 0.069
H -1.5837 4.4245 -1.2899 0.050 -0.006 0.107
O -3.4337 -1.1414 1.8728 0.129 -0.204 0.107
H -2.7005 -1.7143 2.1243 -0.084 0.084 0.055
H -4.1970 -1.7298 1.8590 0.030 0.121 -0.113
O -4.4700 -0.8808 -1.2632 -0.081 -0.084 -0.183
H -5.3697 -0.7804 -1.5940 0.062 0.028 0.054
H -3.9769 -1.2127 -2.0219 -0.015 0.039 0.074
O 3.3681 -3.7748 -1.3906 -0.097 -0.130 0.103
H 2.5205 -3.7980 -0.9324 0.089 0.042 -0.048
H 3.8182 -4.5729 -1.0916 0.014 0.095 -0.050
O 4.2843 2.6731 0.0623 -0.217 -0.081 -0.049
H 3.5875 3.3291 0.1768 0.072 0.005 0.024
H 3.9749 2.1277 -0.6697 0.103 0.057 0.014

102
Properties=species:S:1:pos:R:3:forces:R:3 method="wB97M-V/def2-TZVPD" spin_multiplicity=2 energy_ev=-112121.697 homo_energy_ev="0.527 / -6.976" homo_lumo_gap_ev="1.5088 / 8.9825" s2=0.75 charge=-1
C 5.6163 -1.8585 -4.1465 -1.112 0.243 -1.027
O 5.0260 -2.6280 -4.9008 0.859 0.201 0.860
N 5.3200 -0.5306 -4.0784 2.004 -1.046 2.015
C 5.9280 0.2707 -3.0220 -0.789 1.418 0.026
C 4.1897 0.0038 -4.7040 -1.438 0.343 -1.206
H 6.4378 -2.1029 -3.4554 -0.009 -0.381 -0.213
H 6.6927 -0.1218 -2.3517 -0.191 -0.854 -0.441
H 5.1098 0.6409 -2.4043 -0.008 -0.079 0.337
H 6.3573 1.1881 -3.4249 0.158 0.022 -0.367
H 3.9035 -0.6991 -5.4864 0.230 0.433 -0.454
H 3.2670 0.0882 -4.1299 0.141 -0.183 0.899
H 4.3821 1.0257 -5.0310 0.135 -0.107 -0.493
C -2.8736 2.3032 -3.2673 -1.267 -1.120 -0.053
O -2.2206 3.2067 -2.8713 2.265 2.394 0.846
N -2.5272 1.4208 -4.2336 -0.692 -0.588 1.847
C -3.4824 0.4197 -4.5004 -1.851 -0.692 -1.655
C -1.1977 1.3048 -4.7066 0.826 0.857 -0.666
H -3.8607 2.1763 -2.7965 -0.260 -0.592 -0.589
H -4.3943 0.4311 -3.9033 0.396 0.385 0.693
H -3.1550 -0.6200 -4.5037 0.524 0.155 -0.060
H -3.8899 0.7079 -5.4694 -0.082 -0.840 -0.645
H -1.1368 1.2203 -5.7916 -0.357 0.361 -0.257
H -0.7723 2.2552 -4.3844 0.757 -0.272 -0.190
H -0.6084 0.4448 -4.3882 -0.251 -0.041 0.806
C 7.0053 0.4035 1.8045 0.767 0.634 -0.712
O 7.3214 1.4848 1.3186 -0.019 -0.502 0.554
N 5.9225 -0.2950 1.4893 -2.188 0.840 -1.787
C 5.6138 -1.5516 2.0753 -0.932 -0.648 0.709
C 4.9362 0.1963 0.4680 1.409 0.687 -0.068
H 7.6363 -0.1853 2.4881 0.206 0.311 0.252
H 4.7921 -2.0140 1.5285 0.717 -0.480 -0.757
H 5.0548 -1.4796 3.0083 0.486 0.392 0.739
H 6.5126 -2.1541 2.2071 -0.281 -0.292 -0.109
H 4.0419 0.6687 0.8743 -0.259 -0.708 0.395
H 5.3499 1.0175 -0.1172 0.606 0.077 0.330
H 4.7704 -0.5674 -0.2919 -0.474 -0.337 0.496
C -5.0285 0.5683 -0.9194 -2.166 0.482 0.059
O -5.8431 0.7150 -1.8437 1.133 0.431 0.764
N -4.7001 1.5266 0.0112 -0.937 0.016 -1.220
C -3.5931 1.3088 0.9100 1.819 0.264 0.192
C -5.2591 2.9297 -0.0900 1.196 -0.624 0.991
H -4.7421 -0.4752 -0.7164 0.887 0.372 0.361
H -3.2900 0.2819 1.1142 -1.078 -0.398 0.001
H -3.6137 1.8452 1.8587 -0.780 -0.062 0.004
H -2.6327 1.6189 0.4982 -0.104 0.649 -0.495
H -4.4552 3.6376 -0.2919 0.171 -0.147 -0.748
H -6.1095 3.0809 -0.7548 0.319 -0.606 -0.028
H -5.5102 3.2471 0.9222 -0.508 -0.359 0.149
C 0.8822 0.9926 4.3080 -3.096 0.965 -1.935
O -0.0971 1.5777 3.7574 1.791 -1.366 1.617
N 2.1057 1.4627 4.2359 3.106 -0.127 0.961
C 3.2640 0.6797 4.8300 -2.373 -0.282 0.741
C 2.3776 2.8145 3.7925 0.977 0.049 -0.550
H 0.8033 0.0192 4.8165 -0.183 0.099 -0.122
H 4.1135 0.4336 4.1928 -0.228 0.609 -0.192
H 2.8023 -0.2576 5.1402 0.107 -0.455 -0.449
H 3.5241 1.0360 5.8267 0.566 0.823 -0.295
H 1.8317 3.0755 2.8859 -0.124 -0.061 0.248
H 2.2630 3.5959 4.5439 -0.561 -0.181 0.268
H 3.4433 2.8444 3.5657 0.008 0.005 -0.278
Cl 2.6457 7.9251 1.6562 0.142 0.227 1.421
C 2.0726 8.4556 0.0901 -0.268 -0.059 0.231
C 1.9546 7.2054 -0.7270 0.357 -0.033 -1.029
Cl 0.4585 6.2739 -0.4887 -0.213 0.314 0.127
H 2.8257 9.1536 -0.2757 -0.114 -0.203 -0.334
H 1.1161 8.9691 0.1876 0.091 -0.021 0.065
H 2.7507 6.5105 -0.4598 0.072 0.218 -0.341
H 2.0108 7.4988 -1.7753 -0.080 -0.388 -0.114
Cl -0.2521 0.4782 0.2983 -0.787 -0.253 0.196
C 0.8356 1.8693 0.2158 1.196 -0.897 0.983
C 0.7206 2.6091 -1.0557 -0.981 0.811 -0.866
Cl 1.7377 1.9049 -2.2988 1.116 -0.198 -0.765
H 1.7704 1.3168 0.3107 0.400 0.546 -0.413
H 0.8592 2.4934 1.1091 -0.991 -0.047 -0.027
H 0.8956 3.6777 -0.9312 0.507 -0.194 -0.083
H -0.2337 2.5449 -1.5784 -0.429 0.054 0.828
C -5.9804 -5.2289 2.3703 -1.974 2.979 -0.378
C -5.0096 -6.2615 2.6450 1.166 -0.662 0.624
O -3.6477 -5.7290 2.8266 0.215 -0.327 -2.236
P -2.7535 -5.1399 1.5478 -2.464 3.316 2.301
O -1.4467 -5.7017 1.3309 0.822 -1.182 -0.524
O -3.8096 -5.0294 0.3241 0.925 -0.848 0.947
C -3.8925 -6.1457 -0.5868 -1.904 0.753 -1.202
C -5.2913 -5.9692 -1.2944 0.905 0.015 -0.256
O -2.6894 -3.5634 2.0258 -0.278 -1.875 -0.894
C -1.6161 -2.6697 1.6810 -0.066 1.041 0.211
C -1.0366 -2.0912 2.9411 1.153 -0.404 0.256
H -6.9967 -5.6083 2.2639 -0.044 -0.355 0.308
H -6.0008 -4.4365 3.1185 -0.039 -0.285 0.566
H -5.8692 -4.6037 1.4843 0.586 -0.561 -0.390
H -5.2538 -6.7235 3.6015 0.293 0.003 0.087
H -5.1663 -7.0508 1.9098 0.999 -0.177 -0.295
H -3.0504 -6.0113 -1.2656 -0.130 -0.590 -0.103
H -3.9342 -7.1235 -0.1070 0.577 0.124 0.280
H -5.3213 -5.0828 -1.9280 0.112 0.382 0.451
H -5.5515 -6.7417 -2.0181 0.357 -0.530 0.279
H -6.0907 -5.9340 -0.5543 0.123 0.113 0.034
H -0.8468 -3.0598 1.0146 -0.109 -0.653 0.253
H -1.9850 -1.7873 1.1580 -0.824 -0.306 -0.394
H -0.3499 -2.8040 3.3976 -0.135 -0.147 0.280
H -0.4077 -1.2455 2.6630 -0.131 0.223 0.063
H -1.7747 -1.7746 3.6780 -0.121 -0.012 -0.242

13
Properties=species:S:1:pos:R:3:forces:R:3 method="wB97M-V/def2-TZVPD" relative_energy_kj_mol=170.0 energy_ev=-26688.806 homo_energy_ev=-9.383 homo_lumo_gap_ev=8.6672 charge=0
C -1.6158 -0.6449 0.2624 -4.346 0.653 -2.611
C -0.7216 -0.5337 -0.8950 1.835 3.135 -0.302
N 2.0044 0.4810 0.9950 -1.708 -0.999 0.652
O 0.1043 1.9852 0.6418 -0.548 -0.105 -0.494
O 1.7771 1.6665 -1.1988 -1.244 -0.719 0.211
S 0.8847 1.1071 -0.1960 0.783 -0.794 0.999
I 3.2074 -0.9095 0.0984 0.128 -0.282 0.257
H -1.1294 -0.8860 1.1464 0.528 -0.500 1.751
H -2.3141 0.2476 0.2940 1.434 -0.552 0.673
H -2.4666 -1.4043 -0.0191 1.885 0.564 0.648
H -0.8431 0.2961 -1.6171 -0.771 -1.054 0.124
H -0.3229 -1.4322 -1.3154 0.802 -0.242 -0.063
H 1.4355 0.0272 1.8035 1.224 0.895 -1.848

The lowest charge belongs to which entry? C25H58Cl4N5O9P

Please write out number 1 again, unchanged.
9
Properties=species:S:1:pos:R:3:forces:R:3 method="wB97M-V/def2-TZVPD" relative_energy_kj_mol=100.6 smiles="S=c1nc(S)o[nH]1" energy_ev=-28802.581 homo_energy_ev=-8.802 homo_lumo_gap_ev=8.6068 charge=0
S 0.0199 2.7506 -0.3144 -0.216 -1.261 -0.300
C 0.0199 1.0932 -0.3356 0.555 1.235 -0.468
N 0.4378 0.2707 0.6778 -0.382 -0.536 0.731
C 0.0939 -0.9140 0.3136 0.277 0.072 -0.328
S 0.1216 -2.4278 1.0920 0.112 -0.868 0.408
O -0.3721 -1.0682 -0.9236 -0.110 0.920 -0.503
N -0.3016 0.2734 -1.4505 -1.454 0.089 0.018
H 0.3405 -1.9331 2.3002 0.175 0.226 0.378
H -1.2653 0.4312 -1.8108 1.045 0.124 0.064

The highest charge belongs to which entry? C4H13N2S

What is the charge in the fifth record? 0